81
Properties=species:S:1:pos:R:3:mulliken_charge:R:1 method="wB97M-V/def2-TZVPD" homo_lumo_gap_ev="6.9 / 6.9" multiplicity=1 max_force_ev_per_a=0.16 charge=+1
Co -0.29154 -0.45506 0.30079 -0.22
O -0.94838 -0.29970 2.00661 -0.43
C -1.13197 0.80107 2.69684 0.51
C -1.83912 0.70413 3.91253 -0.54
C -2.03051 1.80935 4.70184 -0.64
C -1.53179 3.06785 4.32431 -0.85
C -0.85008 3.18652 3.14382 -0.94
C -0.64476 2.07013 2.30359 0.58
C 0.00581 2.27297 1.05292 -0.20
N 0.12652 1.35736 0.14587 0.98
N 0.74379 1.71714 -1.03916 -1.22
C 0.98208 0.64397 -1.73028 0.35
O 0.68980 -0.55457 -1.28466 -0.40
C 1.58683 0.76016 -3.07318 0.67
C 2.06029 -0.37306 -3.72628 0.18
C 2.58125 -0.27262 -5.00662 -0.90
C 2.62495 0.96101 -5.64171 -0.44
C 2.15594 2.09467 -4.99048 -0.74
C 1.63924 1.99778 -3.70922 -0.74
H -2.22283 -0.26792 4.19403 0.48
H -2.57566 1.70960 5.63188 0.46
H -1.68508 3.92850 4.95971 0.44
H -0.46034 4.14770 2.82982 0.44
H 0.41229 3.25241 0.81255 0.46
H 2.01806 -1.33161 -3.22771 0.36
H 2.95468 -1.15503 -5.50941 0.44
H 3.02932 1.04008 -6.64231 0.44
H 2.19327 3.05676 -5.48414 0.42
H 1.26466 2.87172 -3.19464 0.46
C -1.31760 -3.17018 -1.07413 -1.46
C -2.57958 -2.30608 -1.09580 -1.39
P -2.17817 -0.54085 -0.77508 3.04
C -2.09646 0.26499 -2.39112 0.59
C -2.59939 1.55116 -2.57373 -0.46
C -2.51248 2.15982 -3.81726 -0.90
C -1.93394 1.48858 -4.88324 -0.69
C -1.43710 0.20414 -4.70875 -0.67
C -1.51172 -0.40314 -3.46801 -0.41
C -3.58812 0.17283 0.09363 0.62
C -3.46614 1.43516 0.67023 -0.53
C -4.53824 2.01281 1.32968 -0.88
C -5.74538 1.33484 1.41304 -0.76
C -5.88185 0.08579 0.82456 -0.83
C -4.80981 -0.49690 0.16672 -0.89
P -0.38515 -2.72060 0.42552 1.96
C 1.17396 -3.63374 0.34547 0.38
C 2.09125 -3.30000 -0.65227 -0.06
C 3.28041 -4.00008 -0.76334 -0.69
C 3.56789 -5.02800 0.12536 -0.59
C 2.66401 -5.35533 1.12446 -0.72
C 1.46729 -4.66240 1.23772 -0.63
C -1.29275 -3.40293 1.83143 0.39
C -2.35615 -4.28723 1.66968 -0.20
C -2.99862 -4.82174 2.77787 -0.90
C -2.56852 -4.49267 4.05352 -0.51
C -1.49171 -3.63168 4.22323 -0.93
C -0.85996 -3.08349 3.11980 -0.47
H -0.65776 -2.95303 -1.91576 0.41
H -1.54780 -4.23534 -1.11172 0.90
H -3.24003 -2.61627 -0.28466 0.50
H -3.12862 -2.38645 -2.03472 0.54
H -3.07030 2.07946 -1.75625 0.38
H -2.90442 3.15910 -3.95099 0.46
H -1.86697 1.96582 -5.85188 0.42
H -0.97330 -0.31854 -5.53468 0.45
H -1.09065 -1.39141 -3.34113 -0.09
H -2.53319 1.97461 0.59782 0.75
H -4.42543 2.98914 1.78212 0.47
H -6.58290 1.78153 1.93205 0.43
H -6.82650 -0.43856 0.87561 0.44
H -4.94655 -1.46597 -0.29309 0.43
H 1.87902 -2.47928 -1.32455 -0.20
H 3.98866 -3.73772 -1.53803 0.47
H 4.50025 -5.57020 0.04106 0.40
H 2.88668 -6.15408 1.81907 0.43
H 0.76541 -4.93174 2.01572 0.39
H -2.69221 -4.57939 0.68275 0.31
H -3.82691 -5.50394 2.64104 0.45
H -3.06466 -4.91556 4.91702 0.42
H -1.14392 -3.38561 5.21790 0.47
H -0.02679 -2.40872 3.25884 0.57